No. 1
The following is a DFT calculation (wB97M-V/def2-TZVPD) of a molecular structure, C4H4I2NO3 at a distorted geometry.

Geometry as XYZ:
```
14
Properties=species:S:1:pos:R:3:forces:R:3
C -0.765795 -2.079962 -0.416866 0.2316 2.8103 -0.1870
C -0.656175 0.636937 -0.780563 0.7440 -1.0003 0.8510
C 0.081385 -0.587572 -0.294242 -1.4032 -3.8936 -1.2314
C 0.591681 0.718247 1.506471 -2.4200 1.2124 -1.0479
N -0.122926 1.769477 -0.093266 1.5245 0.7370 2.0774
O -1.676646 -2.171563 0.361658 -1.9925 -0.0509 2.0930
O -0.397451 -2.811436 -1.298832 1.5389 -1.3951 -2.1441
O 0.120097 -0.445330 1.102199 1.3839 0.6044 0.5904
I 2.692811 0.977741 1.727206 -0.0244 -0.1011 0.1800
I 1.421436 2.695579 -1.142162 -0.3643 -0.1937 0.0854
H -0.574992 0.645239 -1.850736 -0.2983 0.3464 -0.5086
H -1.658836 0.577049 -0.376422 -0.6109 -0.2899 -0.3904
H 0.947086 -0.965066 -0.868175 0.5092 1.1471 0.8046
H -0.001675 1.040661 2.423730 1.1814 0.0669 -1.1724
```
Forces are in eV/Å.

Frontier orbital gap in eV: 6.8
HOMO energy in eV: -4.4
LUMO level in Eh: 0.0877
Net charge: -1

These are the Mulliken partial charges, in e, on atoms 1 to 4: number 1, C, carries 0.441; number 2, C, carries -0.552; number 3, C, carries 0.240; number 4, C, carries -0.290

No. 2
The following is a DFT calculation (wB97M-V/def2-TZVPD) of a molecular structure, C4H4LaLiO2 at a distorted geometry.

Geometry as XYZ:
```
12
Properties=species:S:1:pos:R:3:forces:R:3
O -1.434790 -1.766772 -0.356687 1.1923 -0.3032 -0.6192
C -0.736561 -2.591994 -0.821353 -1.5855 -0.2317 0.6974
C -0.124639 -3.656552 -1.272128 0.6762 0.3593 -0.0679
H -0.688677 -4.581011 -1.395978 0.1354 0.3725 0.0231
H 0.943340 -3.606303 -1.484561 -0.4045 -0.1203 -0.0121
H -0.890074 1.707505 0.744156 1.5689 0.3337 -0.3164
C 1.672507 0.572875 -0.253243 -0.7892 1.0405 0.6078
C 0.919483 1.445246 0.111330 1.8751 -2.7905 -0.7170
O 0.006798 2.164574 0.703979 -2.6343 1.1323 0.8341
Li 0.219011 3.853996 1.658782 0.0767 -0.2470 -0.1853
H 2.357454 -0.233516 -0.440722 -0.1101 0.4160 -0.2580
La -2.243851 6.691952 2.806425 -0.0011 0.0385 0.0135
```
Forces are in eV/Å.

Frontier orbital gap (spin up / spin down) in eV: 3.5 / 3.4
HOMO energy (spin up / spin down) in eV: -12.9 / -12.9
LUMO level (spin up / spin down) in Eh: -0.3427 / -0.3491
Net charge: +2

These are the Mulliken partial charges, in e, on atoms 1 to 4: number 1, O, carries -0.396; number 2, C, carries 0.756; number 3, C, carries -0.827; number 4, H, carries 0.258

No. 3
The following is a DFT calculation (wB97M-V/def2-TZVPD) of a molecular structure, C4H4LiO4 at a distorted geometry.

Geometry as XYZ:
```
13
Properties=species:S:1:pos:R:3:forces:R:3
Li 0.481723 1.808166 -1.149896 -0.0570 -0.5794 0.7767
O 0.161648 -0.496667 0.454879 0.9491 -0.7906 0.7813
O -0.957565 1.392930 -0.036444 0.3219 0.9729 -0.4909
C -0.962919 0.207727 0.327932 0.1854 -0.3565 0.3151
C -2.198142 -0.568001 0.607043 0.0844 -0.0599 0.0341
C -2.743122 -1.027814 -0.762522 0.0802 0.1624 -0.2962
H -1.957973 -1.423178 1.255077 -0.0120 0.2238 -0.1412
H -2.910335 0.086094 1.131185 0.0944 -0.1085 -0.1949
H -3.064677 -0.139278 -1.341216 0.0722 -0.1565 0.1484
H -1.924688 -1.503014 -1.339117 -0.1795 -0.0292 0.1543
O 2.322784 -0.645568 1.284907 -0.7715 0.3191 -0.3950
O 1.863235 0.848204 -0.335737 0.1705 1.0398 -0.8508
C 1.635528 -0.032779 0.500844 -0.9381 -0.6374 0.1591
```
Forces are in eV/Å.

Frontier orbital gap (spin up / spin down) in eV: 3.6 / 3.6
HOMO energy (spin up / spin down) in eV: -1.5 / -1.5
LUMO level (spin up / spin down) in Eh: 0.0743 / 0.0743
Net charge: -1

These are the Mulliken partial charges, in e, on atoms 1 to 4: number 1, Li, carries 0.869; number 2, O, carries -0.305; number 3, O, carries -0.880; number 4, C, carries 0.559

No. 4
The following is a DFT calculation (wB97M-V/def2-TZVPD) of C4H4N2 in the gas phase at a distorted geometry.

Geometry as XYZ:
```
10
Properties=species:S:1:pos:R:3:forces:R:3
C -0.756129 0.029963 1.101560 -0.7861 -0.4239 0.5880
C 0.699480 0.014411 1.019716 -0.0329 -0.0830 0.0830
N -1.726844 0.034321 -1.171622 -1.0424 0.1773 -1.0574
N 1.803517 -0.007340 -1.231521 0.0148 0.0543 -0.5962
C -1.445823 -0.134139 -0.008300 0.9639 0.3018 0.6408
C 1.260398 0.149266 -0.156742 1.0109 -0.2395 0.2047
H -2.025052 -0.749761 -1.744076 0.1097 -0.1641 0.0961
H 2.126039 0.790173 -1.779253 -0.1090 0.0207 0.3203
H -1.233751 0.063593 2.067473 -0.1080 0.1440 -0.0227
H 1.298163 -0.190487 1.902765 -0.0210 0.2124 -0.2567
```
Forces are in eV/Å.

Frontier orbital gap in eV: 8.6
HOMO energy in eV: -7.6
LUMO level in Eh: 0.0354

These are the Mulliken partial charges, in e, on atoms 1 to 4: number 1, C, carries -0.516; number 2, C, carries -0.523; number 3, N, carries -0.462; number 4, N, carries -0.464

No. 5
The following is a DFT calculation (wB97M-V/def2-TZVPD) of a molecular structure, C4H4N2 at a distorted geometry.

Geometry as XYZ:
```
10
Properties=species:S:1:pos:R:3:forces:R:3
C 0.534953 -0.802030 -0.936786 0.5236 0.3044 0.5998
C 0.921157 -1.988976 -0.564806 -0.2576 -0.1306 -0.2920
C 0.493067 0.435009 -1.697330 -0.7916 0.4890 1.7644
C -0.600322 0.036418 1.276501 -0.4648 -1.7402 2.1503
N 0.230432 1.190223 -0.674512 -0.0226 -0.6205 0.0506
N 0.348827 0.128224 0.254629 1.0318 -0.1187 -1.0601
H 0.653098 0.871236 -2.618226 0.4207 -0.0450 -2.0796
H -0.178181 -0.273091 2.235702 0.6347 -0.2397 -0.1617
H -0.918767 0.993024 1.489339 -0.8236 2.3366 0.1397
H -1.484264 -0.590036 1.235489 -0.2506 -0.2354 -1.1114
```
Forces are in eV/Å.

Frontier orbital gap in eV: 8.1
HOMO energy in eV: -9.4
LUMO level in Eh: -0.0507

These are the Mulliken partial charges, in e, on atoms 1 to 4: number 1, C, carries 0.133; number 2, C, carries -0.315; number 3, C, carries -0.128; number 4, C, carries -0.788

No. 6
The following is a DFT calculation (wB97M-V/def2-TZVPD) of 2 unconnected molecules or ions with the total composition C4H4N2 at a distorted geometry.

Geometry as XYZ:
```
10
Properties=species:S:1:pos:R:3:forces:R:3
C 0.510617 1.361680 0.256271 -1.9773 3.1072 -0.5090
C 1.129373 -0.932413 0.035015 1.9281 -0.5329 -1.9183
C 1.496273 0.371003 0.064253 -0.2130 -1.9149 0.4286
C -2.023673 -0.903519 -0.822698 0.0443 -0.3657 -0.1989
N -0.235702 2.261455 0.148294 1.4974 -2.1192 0.6759
N -2.476507 -0.339248 0.087290 -1.2312 2.1620 1.0841
H 1.871628 -1.653321 -0.490349 -1.1427 1.0942 1.5585
H 0.133221 -1.357757 0.204224 0.4950 0.6501 0.0396
H 2.518733 0.728890 -0.090894 -0.4359 -0.3031 -0.2080
H -2.923961 0.463233 0.608590 1.0354 -1.7777 -0.9525
```
Forces are in eV/Å.

Frontier orbital gap in eV: 10.6
HOMO energy in eV: -10.3
LUMO level in Eh: 0.0100

These are the Mulliken partial charges, in e, on atoms 1 to 4: number 1, C, carries 0.294; number 2, C, carries -0.477; number 3, C, carries -0.154; number 4, C, carries -0.153

No. 7
The following is a DFT calculation (wB97M-V/def2-TZVPD) of C4H4N2O in the gas phase at a distorted geometry.

Geometry as XYZ:
```
11
Properties=species:S:1:pos:R:3:forces:R:3
O 2.880716 0.043346 -0.247148 -5.2191 -3.5199 1.0121
C 1.843885 -0.673032 0.020037 3.2154 0.6546 0.6630
C 0.431891 -0.198756 0.362656 -1.0974 -3.7009 -0.4143
N -0.323393 -1.299778 0.250445 1.4834 0.3550 -1.5356
N -1.613671 -1.054368 -0.245949 -0.2748 1.9972 1.7558
C -1.805679 0.223305 -0.209567 0.5025 2.6703 0.6364
C -0.364543 0.986282 0.181626 0.6414 1.1837 -2.6254
H 1.669534 -1.924263 0.075595 1.4336 3.2013 -0.3775
H -2.847042 0.826511 -0.312762 2.7056 -1.8412 -0.1210
H 0.361478 1.290293 -0.882597 -2.7759 0.0631 2.6732
H -0.233180 1.780463 1.007664 -0.6147 -1.0632 -1.6667
```
Forces are in eV/Å.

Frontier orbital gap in eV: 9.2
HOMO energy in eV: -10.2
LUMO level in Eh: -0.0366
SMILES: O=CC1=NN=CC1

These are the Mulliken partial charges, in e, on atoms 1 to 4: number 1, O, carries -0.510; number 2, C, carries 0.008; number 3, C, carries 0.233; number 4, N, carries -0.298

No. 8
The following is a DFT calculation (wB97M-V/def2-TZVPD) of C4H4N2O in the gas phase at a distorted geometry.

Geometry as XYZ:
```
11
Properties=species:S:1:pos:R:3:forces:R:3
O -1.661748 -0.674492 1.994144 4.9527 0.9483 0.2593
C -0.406521 -0.412528 1.912639 -4.7255 -1.7387 0.0090
C 0.093060 -0.022641 0.560195 0.3622 2.0549 1.4655
N 1.180432 0.695509 0.561616 -0.9788 -1.4917 2.6865
N 1.511655 1.047593 -0.667734 1.5359 0.3369 -3.5969
C 0.763716 0.435089 -1.524385 -1.2778 0.8296 -1.0141
C -0.430213 -0.114954 -0.826306 -1.6552 -3.7766 -0.4638
H 0.313755 -0.552977 2.819426 -1.0908 0.5601 -1.6540
H 0.798585 0.531260 -2.640403 0.4075 0.1125 1.3251
H -1.399634 0.328549 -1.238137 1.2780 0.0654 1.1547
H -0.763088 -1.260408 -0.951056 1.1919 2.0993 -0.1713
```
Forces are in eV/Å.

Frontier orbital gap in eV: 9.2
HOMO energy in eV: -10.1
LUMO level in Eh: -0.0345
SMILES: O=CC1=NN=CC1

These are the Mulliken partial charges, in e, on atoms 1 to 4: number 1, O, carries -0.494; number 2, C, carries -0.034; number 3, C, carries 0.440; number 4, N, carries -0.340